1.
ORCA calculation (ωB97M-V/def2-TZVPD) on a 5-piece molecular cluster, C31H38F32O8 overall in a non-equilibrium geometry.

The geometry in XYZ format:
```
109
Properties=species:S:1:pos:R:3:forces:R:3
F 0.4684 -4.6277 -5.1203 -0.07 0.04 0.04
F -6.8732 -0.0912 8.9111 -0.03 0.15 -0.04
F 7.2554 7.6116 -1.4577 0.01 -0.17 0.03
F -4.7683 -0.6820 8.8336 -0.02 0.01 -0.05
F -9.1884 0.7922 7.3828 0.06 0.04 0.07
C 0.8320 -5.9317 -5.1660 0.25 0.18 -0.56
C -5.7776 -0.0489 6.8100 -0.23 0.27 -0.72
H -5.0060 -1.9380 3.2099 -0.17 -0.21 0.14
C -8.2601 2.9639 7.4068 -0.13 0.26 0.00
H 3.2713 -6.2652 -7.2852 0.05 -0.03 0.04
H -1.6110 2.7969 -1.0603 0.02 0.23 0.21
C 8.8672 5.7121 0.9348 -0.59 -0.08 0.04
C 2.8499 -8.2212 -6.6689 0.04 0.26 0.52
F 1.5533 -2.0873 -0.4812 -0.12 -0.09 -0.05
C -0.0685 1.2632 -1.1883 0.07 1.09 0.29
F 3.6511 -2.6793 -0.5017 -0.04 -0.06 0.01
C 2.0780 -4.4176 -0.4629 -0.45 -0.08 -0.40
H -1.1523 2.3327 -2.6893 0.16 0.46 -0.16
F -9.6705 2.1778 5.7662 0.05 0.15 -0.11
O -0.3650 -5.0097 -0.8946 0.52 0.75 0.03
H 10.4527 5.9682 -0.5306 -0.03 0.03 0.01
H 0.9385 -6.0774 0.1505 0.07 -0.01 -0.08
F 10.1196 4.0435 -0.1408 -0.02 0.04 0.05
O 2.6431 6.0284 1.9449 -1.55 -1.33 -2.63
F -5.2660 1.1909 6.9240 -0.14 -0.01 0.15
C 1.8241 -9.3376 -6.8910 0.02 -0.23 -0.19
H 1.4337 -9.3053 -7.9121 0.00 0.04 0.01
C -1.3352 1.9599 -1.6893 -0.09 -0.84 -0.49
H -2.1527 -0.0252 -1.5652 0.15 -0.28 -0.01
O -5.5754 -0.6052 1.8169 -0.01 0.02 0.05
O -6.9428 -0.0678 6.0782 -0.18 0.16 0.73
C -5.9477 -0.7282 8.1720 0.02 -0.17 0.15
C 5.3635 6.2793 -0.8826 -0.22 -0.19 -0.03
O 6.8474 7.2531 0.7383 0.03 -0.62 -0.36
F 7.9326 4.7910 1.2447 0.00 -0.02 -0.10
C -2.5101 0.9687 -1.7946 -0.13 0.45 0.37
F 0.0474 -2.8824 -2.6903 0.06 0.02 0.13
F -4.8742 -0.7814 6.1179 0.11 -0.08 0.10
H 8.3519 7.4328 2.0104 -0.02 -0.06 0.04
C -4.6310 -1.0240 2.7706 -0.16 -0.32 0.07
C 8.2431 7.1216 0.9730 0.03 0.56 0.21
F 8.8113 5.2443 -1.4040 -0.21 0.12 0.01
F -0.4202 -6.3545 -3.2171 -0.13 -0.05 -0.33
H -0.3403 0.4871 -0.4874 -0.11 -0.43 0.05
C 2.5672 4.1198 -0.9120 -0.53 -0.69 -0.78
C -7.6128 1.1097 5.6457 0.19 -0.08 -0.57
H -4.5309 1.5699 -1.4711 -0.29 0.26 0.00
F -0.9532 -3.0028 -0.0231 0.10 0.01 -0.13
C 1.9243 2.8170 -1.4207 0.39 0.35 0.50
H 0.4503 0.8459 -2.0438 0.03 -0.58 -0.06
C -8.6659 1.7407 6.5783 0.11 -0.54 0.19
C 2.4297 -2.9956 -0.0127 0.26 0.12 0.09
H 2.4648 -2.9381 1.0789 -0.04 -0.02 -0.01
O 2.0872 -5.9807 -5.7253 -0.14 -0.62 0.36
C -5.1245 0.4637 1.0186 -0.08 0.07 -0.16
H -6.9149 1.8530 5.2615 0.07 0.12 0.24
H -3.2192 -0.3814 0.3892 0.15 -0.21 0.25
C 2.1415 5.5618 0.9147 1.16 0.93 2.42
C 6.3107 7.4248 -0.5162 0.38 0.32 0.37
H -2.8781 0.9290 -2.8108 -0.07 -0.04 -0.31
C -3.6856 1.2837 -0.8527 -0.08 -0.25 -0.53
H -6.0018 0.8348 0.5011 -0.29 0.11 -0.07
H 0.3759 2.9510 0.0956 -0.23 0.29 0.10
H 1.4936 3.0049 -2.3957 -0.23 0.16 -0.24
F 2.4340 -10.5307 -6.7017 0.04 0.06 -0.01
F 3.8234 -8.4420 -7.5985 -0.07 0.00 -0.18
F -9.3322 3.3811 8.1193 -0.01 -0.04 -0.05
H 3.6287 4.0687 -1.0981 0.39 0.18 0.13
H -1.5138 -4.0390 -3.1213 -0.05 -0.02 0.07
C -4.1063 0.0783 -0.0288 -0.13 0.35 -0.19
H -3.4692 2.1432 -0.2285 0.18 0.14 0.30
H 2.1436 4.9237 -1.4930 -0.06 0.53 0.23
H -4.5053 -0.3028 3.5735 0.08 0.33 0.09
F 0.8013 -9.2580 -6.0205 -0.04 0.22 0.12
O 2.3724 4.3056 0.5027 0.32 0.98 -0.02
H 4.5458 6.2226 -0.1622 0.04 0.11 0.07
F 1.2286 -7.7202 -3.6559 -0.05 -0.06 -0.22
H 8.8201 7.8347 0.3848 0.02 -0.15 -0.23
F -2.0211 -2.2411 -2.3886 -0.04 -0.06 -0.01
H 1.4994 -5.8344 -3.0906 -0.11 -0.04 -0.38
H 0.4542 -4.6349 0.9896 0.05 0.25 -0.04
F 3.4212 -8.3545 -5.4547 -0.09 -0.04 0.03
F 6.0180 5.1017 -0.8949 0.17 0.00 -0.01
C 0.7347 -5.0170 0.0089 -0.25 -0.43 0.30
H -4.7498 1.2976 1.6198 0.13 0.00 0.31
H 1.6202 -6.6830 -7.6347 -0.17 -0.20 0.10
F 5.5617 8.5484 -0.4801 -0.04 0.02 -0.05
H -6.2503 -1.7687 8.0385 0.03 0.01 -0.05
H 0.5603 6.5616 0.6659 0.15 0.45 0.05
C 0.8368 -6.4298 -3.7206 0.16 -0.19 0.50
H -8.1865 0.7678 4.7860 -0.05 -0.03 0.02
F 4.8617 6.4861 -2.1239 0.04 0.09 0.05
C 9.6208 5.2874 -0.3298 0.28 -0.08 -0.01
H -3.6658 -1.2607 2.3345 0.28 0.08 -0.17
C -1.2083 -3.9240 -0.9743 0.00 -0.43 0.37
H 1.4585 1.6022 0.2381 0.16 0.03 0.39
H 2.7328 2.1159 -1.5826 0.05 -0.41 -0.09
F -0.0914 -6.5639 -5.9160 0.11 -0.14 0.09
C -1.1919 -3.3102 -2.3759 -0.04 0.07 -0.27
F -7.2772 2.6731 8.2787 0.14 -0.21 -0.04
F 2.1697 -4.5070 -1.8157 0.11 0.28 0.27
C 0.9080 2.2040 -0.4747 0.13 -0.68 -0.30
F 3.0500 -5.2135 0.0543 0.05 0.00 0.17
F -2.4624 -4.3721 -0.7511 -0.04 0.01 -0.06
H -4.5813 -0.6203 -0.7102 0.08 -0.45 -0.02
F 9.8005 5.6896 1.9295 0.16 0.11 -0.03
O 1.2906 6.2742 0.1051 0.11 -0.76 0.25
C 2.3951 -6.7621 -6.8727 0.02 0.49 -0.36
H -7.9366 3.7809 6.7557 0.02 -0.04 -0.02
```
Positions in Å, forces in eV/Å.

Output
SMILES = FC(F)C(F)(F)COC(F)(F)C(F)F.FC(F)C(F)(F)COC(F)(F)C(F)F.FC(F)C(F)(F)COC(F)(F)C(F)F.FC(F)C(F)(F)COC(F)(F)C(F)F.COCCCCCCCCCOC(=O)O
multiplicity = 1
gap between HOMO and LUMO = 10.15 eV
electronic energy = -136101.989 eV
charge = 0

2.
ORCA calculation (ωB97M-V/def2-TZVPD) on C31H38GeN7O4STl as an isolated structure.

The geometry in XYZ format:
```
83
Properties=species:S:1:pos:R:3:forces:R:3
C 2.5603 1.2898 0.9884 0.01 0.00 -0.02
H 3.1173 6.4716 -4.9855 0.00 0.00 0.00
H -5.1693 -2.9370 2.1320 0.00 0.00 0.00
N 0.6900 0.1247 1.9184 0.01 -0.02 0.01
H 3.6131 2.6197 2.3071 0.00 0.00 0.00
H -3.7958 -5.4626 -1.1292 0.00 0.00 0.00
H -3.6980 5.1560 4.3774 0.00 0.00 0.00
C 2.7861 1.9324 2.1921 0.00 0.01 0.01
N -1.9039 -2.0200 1.9388 0.01 -0.01 -0.01
C -2.2452 -5.8746 0.2946 -0.01 0.00 0.00
H -3.8240 2.5462 5.6144 0.00 0.00 0.00
H -0.5909 0.9685 5.8773 0.00 0.00 0.01
H 3.6266 4.0735 -4.9019 -0.01 0.00 0.00
H -3.5790 0.1917 4.2242 0.00 0.00 0.00
S 0.2167 3.6433 -0.5817 -0.02 0.04 0.03
N -4.5689 -1.0559 1.2988 0.00 0.01 0.01
N 1.9078 2.6971 -2.3984 0.02 -0.04 0.04
H 1.4547 6.8252 -4.4860 0.00 0.00 0.00
C 1.4974 0.4003 0.9020 0.00 0.02 0.01
C 1.9336 1.6753 3.2537 0.00 0.00 -0.01
C -0.0078 0.3766 4.1971 -0.07 0.06 -0.05
O -0.0100 1.2930 5.1713 0.01 -0.02 0.00
C -2.1050 -4.1686 -1.3940 0.01 0.01 0.00
H 3.9421 1.0545 -3.0566 0.00 0.00 0.01
H 0.9760 5.7510 -2.1522 0.00 0.00 0.00
N -2.6386 1.4388 2.7449 -0.01 -0.02 -0.01
H -4.0897 -3.0082 0.7408 0.00 0.00 0.00
H -1.4837 -2.7245 1.3400 0.01 0.00 -0.01
H -5.2862 -1.0024 0.5839 0.00 0.00 0.00
H -2.9786 -3.5891 2.9055 0.00 0.00 -0.01
C 0.9060 0.7596 3.0661 0.03 -0.01 0.00
H 3.3609 -2.0506 -5.6594 0.00 0.00 0.00
C 2.4285 6.4670 -4.1465 0.00 0.00 0.00
C 1.2235 3.7611 -1.8582 0.00 0.00 -0.08
N 1.4738 4.9492 -2.5206 -0.01 -0.01 0.03
H 4.0481 1.6658 -4.7209 -0.01 0.00 0.00
H -4.9276 -0.5451 2.1000 0.00 -0.01 0.00
Ge 0.1371 -2.4000 -1.8205 0.01 -0.01 -0.03
C 2.5989 -3.8380 -2.3234 0.00 0.01 -0.01
H -2.2183 5.2516 3.4098 0.00 0.00 0.00
H -2.1181 4.8490 5.1320 0.00 0.00 0.00
C 2.0162 -2.2069 -3.9939 -0.02 -0.01 0.01
C -2.7091 4.7288 4.2265 0.00 0.01 0.00
O 1.4863 0.2056 -1.4817 0.06 0.05 -0.03
C 1.2130 -0.3029 -0.3967 0.04 -0.05 0.07
C 1.7312 -2.8524 -2.7916 0.01 -0.02 0.02
H -0.5307 -6.0745 1.5718 0.00 0.00 0.00
H 4.4140 -4.9247 -2.6699 0.00 0.00 0.00
Tl -2.2706 0.0593 0.5261 0.00 0.00 0.01
C -3.1067 -2.5508 2.5876 -0.01 0.01 0.01
N -2.8188 3.3193 3.8823 0.01 -0.02 0.00
H 3.2027 1.4532 0.1339 -0.01 -0.01 0.00
C -2.3859 2.7320 2.7516 0.00 0.01 -0.01
H 2.7937 7.1584 -3.3848 0.00 0.00 0.00
H 0.7201 -4.2590 0.4862 0.00 0.00 0.00
C -0.2668 -4.5193 0.1197 -0.01 0.00 0.00
H 4.9075 -3.7687 -4.7944 0.00 0.00 0.00
C -0.9736 -5.5382 0.7428 0.00 0.01 0.00
H -3.2917 -1.9654 3.4910 0.01 0.00 0.00
H 1.3326 -1.4581 -4.3793 -0.01 0.01 -0.01
C -0.8274 -3.8238 -0.9548 0.00 -0.01 0.02
H -0.7811 -1.4356 -2.5742 0.01 0.00 0.00
C -4.3061 -2.4598 1.6606 0.01 0.00 0.00
C -2.8101 -5.1920 -0.7736 0.00 -0.01 0.00
C 2.9579 3.9912 -4.0605 -0.02 0.02 0.01
C 4.0214 -3.5076 -4.2311 0.01 0.00 0.00
H -1.9016 3.2840 1.9606 -0.01 0.00 0.00
O -0.6578 -0.6331 4.2335 0.02 -0.02 0.03
H -1.2059 -1.7390 2.6235 0.00 0.00 0.00
H 1.7431 1.7670 -1.9470 -0.05 0.00 0.01
C -3.2696 1.1825 3.9392 0.02 0.01 0.02
C 2.7396 2.7669 -3.4442 0.03 -0.02 -0.01
H -2.5569 -3.6434 -2.2285 0.00 0.00 0.00
C 3.3811 1.4974 -3.8808 0.00 0.01 -0.02
H 2.0663 2.1543 4.2126 0.00 0.00 0.00
C -3.3870 2.3368 4.6532 -0.01 0.00 0.00
C 2.2966 5.1002 -3.5755 0.01 -0.02 -0.02
H 2.6134 0.7740 -4.1612 0.01 -0.01 0.01
O 0.6717 -1.4695 -0.2716 -0.10 0.03 -0.05
H 2.3818 -4.3708 -1.4048 0.01 0.00 0.00
C 3.7445 -4.1586 -3.0373 0.00 0.00 0.00
C 3.1546 -2.5362 -4.7140 0.01 0.01 -0.01
H -2.7917 -6.6765 0.7734 0.00 0.00 0.00
```
Positions in Å, forces in eV/Å.

Output
multiplicity = 1
gap between HOMO and LUMO = 7.24 eV
energy relative to the best compared isomer or geometry (same formula, charge and spin) = 0.2 kcal per mole
electronic energy = -123420.385 eV
charge = +2